Entry 1:
Formula: C3HCl3N4O2
Source: the OMol25 dataset
Level of theory: the ωB97M-V functional and the def2-TZVPD basis

Output
SMILES: O=[N+]([O-])c1n[nH]nc1C(Cl)(Cl)Cl
E_HOMO: -10.996 eV
orbital gap: 10.58 eV
energy above the lowest of the compared OMol25 structures with the same formula, charge and spin: 0.00 kJ/mol

Last column: Löwdin charge in e.
CARTESIAN COORDINATES (ANGSTROEM)
C 0.21 -0.09 -1.75  -0.382
C 1.45 0.18 -0.97  -0.171
C 0.03 -0.14 -3.21  -1.575
N -0.73 -0.14 -0.87  0.117
N 1.12 0.30 0.27  0.165
N -0.17 0.05 0.32  -0.015
N 2.82 0.28 -1.41  -0.393
O 3.08 -0.15 -2.48  0.071
O 3.51 0.85 -0.64  0.129
Cl 0.72 -1.61 -3.82  0.670
Cl -1.67 0.05 -3.73  0.578
Cl 0.81 1.23 -3.98  0.643
H -0.77 0.24 1.09  0.163

Entry 2:
Formula: C4H9ClO3P
Source: the OMol25 dataset
Level of theory: the ωB97M-V functional and the def2-TZVPD basis

Output
E_HOMO (alpha / beta): -3.060 / -2.637 eV
charge: -1
orbital gap (alpha / beta): 6.58 / 6.08 eV
energy above the lowest of the compared OMol25 structures with the same formula, charge and spin: 309.89 kJ/mol

Last column: Löwdin charge in e.
CARTESIAN COORDINATES (ANGSTROEM)
C -0.95 -0.18 1.21  -0.079
C 1.52 0.07 0.76  -0.083
C -1.19 2.06 -1.44  -0.597
C 0.30 -0.81 0.63  -0.692
O -1.05 -1.88 -1.45  -0.348
O 1.35 -1.31 -1.90  -0.318
O 0.49 -2.20 0.95  -0.053
P 0.14 -1.03 -1.14  0.573
Cl -0.91 3.26 -0.10  0.266
H -1.04 -0.34 2.35  0.110
H -1.10 0.86 0.92  -0.006
H -1.73 -0.68 0.55  0.081
H 2.07 0.20 1.73  0.106
H 2.25 -0.47 0.19  0.053
H 1.30 0.91 0.23  0.029
H -0.35 2.07 -2.20  -0.052
H -2.24 2.05 -1.64  -0.084
H 1.15 -2.59 0.34  0.093

Entry 3:
Formula: C27H54Cl2N3NdO4Si2
Source: the OMol25 dataset
Level of theory: the ωB97M-V functional and the def2-TZVPD basis

Output
spin multiplicity: 4
E_HOMO (alpha / beta): -6.233 / -6.197 eV
orbital gap (alpha / beta): 6.17 / 6.14 eV
<S²>: 3.75
energy above the lowest of the compared OMol25 structures with the same formula, charge and spin: 405.03 kJ/mol

Last column: Löwdin charge in e.
CARTESIAN COORDINATES (ANGSTROEM)
C 2.56 -2.29 -1.75  -0.063
C 2.20 -1.53 -2.99  -0.230
H 1.82 -3.08 -1.54  0.080
H 2.66 -1.62 -0.88  0.004
H 3.55 -2.75 -1.91  0.089
C 2.42 -2.08 -4.21  -0.146
C 2.77 -3.51 -4.43  -0.119
H 2.36 -1.50 -5.13  0.097
H 2.17 -4.24 -3.83  0.079
H 3.86 -3.72 -4.29  0.078
H 2.57 -3.72 -5.50  0.068
Nd 0.69 -0.05 0.59  1.511
Cl 3.12 0.86 -0.04  -0.059
C -0.59 3.16 0.41  -0.245
O -0.68 1.90 0.48  -0.192
N -1.63 3.93 0.16  -0.163
C -2.96 3.37 0.03  -0.012
C -1.42 5.35 -0.02  -0.035
H 0.37 3.66 0.56  0.159
H -3.26 2.88 0.96  0.093
H -3.00 2.67 -0.79  0.065
H -3.63 4.18 -0.21  0.087
H -0.79 5.74 0.79  0.102
H -2.38 5.83 -0.09  0.085
H -0.90 5.55 -0.97  0.101
H -2.85 2.09 4.97  0.097
H -2.11 0.70 6.55  0.095
C -2.84 1.37 4.14  -0.029
C -2.13 -0.19 5.93  -0.038
N -2.03 0.22 4.54  -0.175
H -2.42 1.84 3.23  0.081
C -1.41 -0.53 3.62  -0.283
O -1.30 -0.23 2.40  -0.133
H -1.28 -0.83 6.11  0.078
H -0.96 -1.43 4.04  0.123
H -3.88 1.07 3.88  0.103
H -3.05 -0.77 6.08  0.093
H -0.73 -5.36 3.44  0.100
H -0.27 -5.04 -0.20  0.110
C -1.47 -4.88 2.78  -0.028
C -1.14 -4.59 0.31  -0.004
N -0.84 -4.19 1.67  -0.167
H -2.08 -4.18 3.37  0.094
C -0.01 -3.19 1.91  -0.272
O 0.40 -2.41 1.01  -0.168
H -1.52 -3.77 -0.32  0.090
H 0.31 -3.15 2.95  0.148
H -2.10 -5.65 2.34  0.083
H -1.91 -5.35 0.42  0.082
O 0.92 -0.17 -1.54  -0.525
C 1.59 -0.16 -2.77  -0.394
C 0.42 -0.14 -5.16  -0.155
C 1.12 0.47 -4.09  -0.188
H 0.10 -1.19 -5.17  0.020
C 0.18 0.49 -6.38  -0.095
H 2.46 0.45 -2.50  0.078
C 1.55 1.78 -4.33  -0.042
H -0.38 -0.03 -7.16  0.104
C 0.64 1.78 -6.60  -0.102
C 1.36 2.40 -5.57  -0.086
H 2.12 2.28 -3.54  0.123
H 0.48 2.29 -7.55  0.096
H 1.77 3.41 -5.72  0.098
Si -2.36 -0.26 -2.95  0.169
Cl -1.31 -1.91 -3.60  0.468
C -3.31 0.23 -4.38  -0.221
C -1.43 1.45 -2.79  -0.172
C -2.69 -0.76 -1.19  -0.215
H -3.58 1.28 -4.19  0.041
H -4.16 -0.46 -4.50  0.037
H -2.62 0.13 -5.24  0.047
H -1.85 -1.30 -0.68  0.014
H -3.47 -1.51 -1.35  0.022
H -3.00 0.05 -0.53  0.026
H -0.90 1.71 -3.72  0.023
H -0.71 1.59 -1.98  0.007
H -2.26 2.14 -2.62  0.009
C 4.08 -0.19 3.28  -0.219
Si 2.69 0.83 4.05  0.370
C 1.87 -0.20 5.39  -0.210
C 3.48 2.30 4.91  -0.215
C 1.43 1.34 2.71  -0.453
H 4.52 -0.90 4.01  0.019
H 4.91 0.46 2.94  0.028
H 3.74 -0.78 2.41  -0.009
H 2.59 -0.50 6.17  0.027
H 1.09 0.37 5.90  0.016
H 1.44 -1.12 4.99  0.005
H 4.22 2.82 4.28  0.027
H 2.71 3.03 5.20  0.018
H 4.02 2.06 5.84  0.019
H 1.85 2.16 2.08  -0.071
H 0.46 1.73 3.11  -0.055

Entry 4:
Formula: C9H9ClN2OS2
Source: the OMol25 dataset
Level of theory: the ωB97M-V functional and the def2-TZVPD basis

Output
E_HOMO: -9.027 eV
orbital gap: 8.88 eV
energy above the lowest of the compared OMol25 structures with the same formula, charge and spin: 180.99 kJ/mol

Last column: Löwdin charge in e.
CARTESIAN COORDINATES (ANGSTROEM)
C 1.37 1.46 1.56  -0.052
C 2.77 1.20 1.42  -0.125
C 2.31 -1.08 0.85  -0.029
C 0.89 -0.79 0.99  -0.275
C 0.50 0.46 1.29  -0.374
C 3.14 -0.02 1.09  -0.717
C -2.64 0.60 -2.19  -0.485
C -0.99 1.62 -0.58  -0.723
C -0.01 -2.00 0.78  -0.051
N -1.34 0.07 -2.23  -0.007
N -0.56 0.63 -1.47  -0.039
O -1.42 2.12 2.06  -0.495
S -2.66 2.12 -1.12  0.837
S -1.27 0.96 1.19  0.936
Cl 4.85 -0.22 1.04  0.691
H 0.88 2.40 1.74  0.105
H 3.48 2.06 1.62  0.133
H 2.56 -2.16 0.73  0.132
H -3.05 0.80 -3.15  0.063
H -3.29 -0.28 -1.77  0.123
H -0.51 2.64 -0.57  0.108
H 0.40 -2.62 -0.10  0.115
H 0.27 -2.65 1.64  0.092
H -1.03 -1.76 0.89  0.038

Entry 5:
Formula: C12H15N2S
Source: the OMol25 dataset
Level of theory: the ωB97M-V functional and the def2-TZVPD basis

Output
spin multiplicity: 3
E_HOMO (alpha / beta): -9.833 / -12.652 eV
charge: +1
orbital gap (alpha / beta): 6.54 / 5.45 eV
<S²>: 2.01

Last column: Löwdin charge in e.
CARTESIAN COORDINATES (ANGSTROEM)
C 2.58 1.26 5.03  -0.087
C 2.78 1.60 3.71  -0.066
C 1.61 0.37 5.48  -0.045
C 1.87 1.09 2.80  -0.003
C 0.67 -0.10 4.51  0.024
C 0.80 0.27 3.16  -0.342
C -0.62 -0.75 1.46  0.182
C -1.71 -1.37 0.07  -0.597
C -0.32 -1.68 -2.71  -0.012
C -2.27 -0.17 -3.21  0.004
C -0.18 0.71 -2.03  0.025
C -1.16 -0.46 -2.28  -0.569
N 0.12 -0.28 2.25  0.116
N -1.69 -1.04 -1.10  0.115
S -2.38 -2.88 0.68  0.953
H 3.35 1.71 5.82  0.160
H 3.63 2.17 3.41  0.104
H 1.52 -0.01 6.49  0.112
H 1.94 1.16 1.62  0.157
H -0.10 -0.86 4.78  0.133
H 0.52 -1.84 -2.14  0.064
H -0.85 -2.68 -2.81  0.129
H -0.01 -1.36 -3.69  0.098
H -2.96 0.40 -2.73  0.074
H -2.69 -1.13 -3.29  0.087
H -2.07 0.16 -4.14  0.078
H 0.66 0.58 -2.70  0.097
H -0.59 1.69 -2.22  0.097
H 0.23 0.74 -1.07  0.051
H -3.31 -2.77 -0.18  -0.137

Entry 6:
Formula: C21H28IrNO
Source: the OMol25 dataset
Level of theory: the ωB97M-V functional and the def2-TZVPD basis

Output
spin multiplicity: 5
E_HOMO (alpha / beta): 2.253 / 2.254 eV
charge: -2
orbital gap (alpha / beta): 2.46 / 2.44 eV
<S²>: 6.02

Last column: Löwdin charge in e.
CARTESIAN COORDINATES (ANGSTROEM)
Ir 0.00 0.00 0.00  1.429
C 0.69 -1.65 1.63  -0.224
C -0.71 -1.66 1.65  -0.206
C -1.17 -2.10 0.40  -0.213
H -1.33 -1.32 2.46  0.101
C -0.05 -2.39 -0.40  -0.207
C 1.11 -2.11 0.36  -0.221
H 2.12 -2.24 0.03  0.089
H 1.34 -1.34 2.43  0.074
H -2.20 -2.14 0.08  0.094
H -0.07 -2.70 -1.43  0.092
C 1.50 1.76 0.74  -0.217
C 2.30 0.66 0.40  -0.224
C 2.13 0.41 -0.98  -0.204
H 2.90 0.09 1.08  0.090
C 1.28 1.41 -1.50  -0.205
C 0.86 2.22 -0.44  -0.198
H 0.15 3.02 -0.49  0.097
H 1.35 2.15 1.73  0.072
H 2.60 -0.37 -1.55  0.096
H 0.93 1.46 -2.52  0.085
O -1.13 -0.02 -1.45  -0.448
C -0.76 0.29 -4.41  -0.461
C -2.01 0.49 -3.64  -0.265
C -0.29 -1.09 -4.69  -0.191
C -0.13 1.44 -5.10  -0.216
C -1.79 0.96 -2.20  -0.336
H -2.60 -0.43 -3.60  0.084
H -2.64 1.24 -4.12  0.061
H -1.24 1.91 -2.20  0.090
H -2.75 1.15 -1.71  0.068
H -0.78 -1.53 -5.56  0.006
H -0.50 -1.75 -3.85  0.042
H 0.79 -1.12 -4.89  0.043
H -0.58 1.62 -6.09  0.000
H 0.93 1.30 -5.27  0.043
H -0.26 2.37 -4.54  0.045
C 0.73 1.00 3.69  -0.095
C -0.60 1.22 2.99  -0.388
C -1.62 1.79 3.72  -0.145
C -2.72 1.79 2.93  -0.137
C -2.35 1.22 1.74  -0.400
C -3.38 0.89 0.72  -0.074
N -1.02 0.92 1.70  -0.054
H 0.56 0.32 4.55  0.073
H 1.10 1.97 4.08  0.071
H 1.53 0.57 3.09  0.029
H -1.57 2.12 4.75  0.083
H -3.71 2.11 3.23  0.082
H -4.23 0.39 1.22  0.072
H -3.76 1.82 0.23  0.077
H -2.99 0.12 0.04  0.041

Entry 7:
Formula: C3H5N2P
Source: the OMol25 dataset
Level of theory: the ωB97M-V functional and the def2-TZVPD basis

Output
SMILES: Pn1ccnc1
E_HOMO: -8.582 eV
orbital gap: 9.53 eV
energy above the lowest of the compared OMol25 structures with the same formula, charge and spin: 174.52 kJ/mol

Last column: Löwdin charge in e.
CARTESIAN COORDINATES (ANGSTROEM)
C -1.64 -0.90 0.00  -0.137
C -0.26 -1.08 -0.11  -0.242
C -0.88 1.20 -0.06  -0.071
N -1.87 0.48 -0.14  -0.010
N 0.44 0.10 -0.08  -0.393
P 2.13 -0.11 -0.07  0.774
H -2.47 -1.66 0.06  0.104
H 0.35 -1.95 0.12  0.071
H -0.80 2.29 0.10  0.109
H 2.53 0.73 1.19  -0.072
H 2.47 0.89 -1.02  -0.134

Entry 8:
Formula: C26H49BiF6N3O9PS3Si2
Source: the OMol25 dataset
Level of theory: the ωB97M-V functional and the def2-TZVPD basis

Output
E_HOMO: -0.743 eV
charge: -2
orbital gap: 4.88 eV
energy above the lowest of the compared OMol25 structures with the same formula, charge and spin: 33.30 kJ/mol

Last column: Löwdin charge in e.
CARTESIAN COORDINATES (ANGSTROEM)
Bi -0.20 1.45 1.07  2.011
F -0.52 6.52 1.64  0.087
C -1.72 6.11 1.12  -0.550
F -2.45 7.17 0.73  0.102
F -2.35 5.42 2.13  0.087
S -1.58 5.05 -0.52  0.653
O -1.76 3.66 -0.06  -0.388
O -2.43 5.51 -1.60  -0.286
N -0.06 5.50 -0.85  -0.321
S 1.23 4.64 -0.56  0.595
O 2.15 5.17 0.40  -0.271
O 0.90 3.21 -0.52  -0.459
C 2.25 4.80 -2.15  -0.557
F 2.98 5.95 -2.16  0.088
F 1.57 4.74 -3.30  0.118
F 3.17 3.74 -2.11  0.068
C -2.31 0.12 5.14  -0.192
Si -2.06 -0.95 3.65  0.367
C -0.33 -1.54 3.89  -0.203
C -3.09 -2.42 3.22  -0.165
N -1.97 0.18 2.25  -0.189
C -3.04 0.28 1.46  -0.428
C -4.35 0.63 1.99  -0.093
C -5.51 0.47 1.27  -0.174
C -5.44 0.03 -0.09  -0.149
C -4.18 -0.12 -0.68  -0.098
C -2.97 0.16 0.01  -0.369
N -1.76 0.43 -0.60  -0.192
Si -1.76 0.80 -2.37  0.379
C -0.09 1.40 -2.94  -0.180
C -3.06 2.08 -2.78  -0.188
C -1.97 -0.64 -3.54  -0.196
H -1.70 -0.33 6.01  0.043
H -3.34 0.21 5.45  0.001
H -1.87 1.10 4.96  0.009
H -0.39 -2.03 4.90  0.026
H 0.54 -0.84 3.81  0.026
H -0.06 -2.40 3.26  0.023
H -4.03 -2.14 2.75  0.020
H -3.25 -2.95 4.17  0.025
H -2.44 -3.06 2.57  0.050
H -4.39 1.06 2.98  0.082
H -6.48 0.68 1.68  0.060
H -6.36 -0.11 -0.65  0.067
H -4.04 -0.47 -1.71  0.073
H 0.10 2.47 -2.84  0.012
H -0.01 1.08 -3.97  0.022
H 0.65 0.83 -2.35  0.034
H -3.29 2.78 -1.91  0.034
H -4.00 1.79 -3.28  0.019
H -2.50 2.69 -3.54  0.029
H -0.94 -1.02 -3.79  0.032
H -2.42 -0.22 -4.44  0.020
H -2.54 -1.49 -3.19  0.004
C -0.33 4.27 4.90  -0.024
C 0.48 3.58 3.89  -0.402
C 1.91 3.86 3.65  0.002
O -0.20 2.82 3.10  -0.167
H -0.87 5.18 4.49  0.110
H 0.27 4.59 5.74  0.073
H -1.12 3.59 5.26  0.089
H 1.98 4.80 3.09  0.090
H 2.35 3.09 3.02  0.081
H 2.47 4.02 4.61  0.101
O 2.07 1.40 1.27  -0.586
S 2.30 -0.15 1.46  0.276
O 2.63 -0.40 2.84  -0.360
O 0.88 -0.73 1.25  -0.517
O 3.21 -0.58 0.42  -0.366
C 3.51 -0.72 -2.99  -0.123
C 3.65 -2.25 -2.62  -0.487
C 4.03 -3.20 -3.81  -0.143
P 2.12 -2.97 -1.64  1.091
C 1.14 -4.08 -2.83  -0.564
C -0.33 -4.09 -2.46  -0.149
C 1.78 -5.46 -3.13  -0.137
C 2.88 -4.00 -0.31  -0.569
C 4.05 -4.95 -0.58  -0.126
C 1.76 -4.71 0.51  -0.126
H 4.41 -0.32 -3.48  0.063
H 3.41 -0.16 -2.02  0.065
H 2.64 -0.44 -3.58  0.049
H 4.48 -2.26 -1.90  0.088
H 3.27 -3.26 -4.58  0.057
H 4.23 -4.22 -3.44  0.045
H 4.90 -2.78 -4.30  0.056
H 1.33 -3.48 -3.73  0.078
H -0.45 -4.83 -1.66  0.065
H -1.05 -4.33 -3.28  0.079
H -0.60 -3.11 -2.03  0.054
H 1.53 -6.20 -2.35  0.069
H 2.88 -5.37 -3.21  0.021
H 1.47 -5.86 -4.10  0.061
H 3.18 -3.17 0.42  0.106
H 3.76 -5.69 -1.36  0.054
H 4.20 -5.48 0.39  0.079
H 4.91 -4.45 -0.97  0.047
H 1.29 -5.51 -0.10  0.055
H 0.93 -4.05 0.71  0.062
H 2.12 -5.15 1.43  0.064